Entry 1:
# C4H6N2O

A cluster of 2 separate species, C4H6N2O in total in a non-equilibrium geometry (wB97M-V/def2-TZVPD, OMol25).

The HOMO energy comes out at -8.81 eV. As for the SMILES: C=CN=C.N=C=O. As for the energy above the lowest of the compared OMol25 structures with the same formula, charge and spin: 323.00 kJ/mol.

Last columns: bonded neighbours and bond lengths (Å).
Geometry (Å):
1 C -1.082 -0.294 -0.468  C2 1.343, H5 1.168, H6 0.984
2 C 0.091 -0.948 -0.452  C1 1.343, N3 1.400, H7 1.160
3 N 1.210 -0.435 -1.117  C2 1.400, C4 1.284
4 C 1.801 0.592 -0.622  N3 1.284, H8 1.099, H9 1.097
5 H -1.980 -0.872 0.005  C1 1.168
6 H -1.361 0.505 -0.969  C1 0.984
7 H 0.272 -2.059 -0.170  C2 1.160
8 H 2.757 0.814 -1.118  C4 1.099
9 H 1.614 1.145 0.306  C4 1.097
10 N -0.035 -0.522 2.122  C11 1.176, H13 1.039
11 C 0.905 -0.389 2.816  N10 1.176, O12 1.143
12 O 1.759 -0.166 3.542  C11 1.143
13 H -1.057 -0.672 2.227  N10 1.039

Atom charges from the Mulliken analysis, given in e for atoms 1 to 6: -0.724, 0.049, -0.449, -0.247, 0.215, 0.322

***

Entry 2:
# C4H6N2O

The molecule C4H6N2O (wB97M-V/def2-TZVPD, OMol25).

The HOMO energy comes out at -9.65 eV. As for the SMILES: O=C1NC[C@H]2CN12. As for the energy above the lowest of the compared OMol25 structures with the same formula, charge and spin: 145.87 kJ/mol.

Last columns: bonded neighbours and bond lengths (Å).
Geometry (Å):
1 O 1.358 2.091 0.835  C2 1.205
2 C 0.857 1.157 0.262  O1 1.205, N3 1.388, N7 1.432
3 N 1.489 -0.013 -0.137  C2 1.388, C4 1.455, H8 1.007
4 C 0.502 -1.081 -0.175  N3 1.455, C5 1.525, H9 1.102, H10 1.091
5 C -0.690 -0.279 -0.688  C4 1.525, C6 1.481, N7 1.453, H11 1.085
6 C -1.576 0.329 0.331  C5 1.481, N7 1.463, H12 1.088, H13 1.089
7 N -0.476 1.092 -0.258  C2 1.432, C5 1.453, C6 1.463
8 H 2.439 -0.163 0.162  N3 1.007
9 H 0.317 -1.488 0.832  C4 1.102
10 H 0.778 -1.906 -0.834  C4 1.091
11 H -0.930 -0.386 -1.740  C5 1.085
12 H -2.560 0.704 0.059  C6 1.088
13 H -1.507 -0.056 1.348  C6 1.089

Atom charges from the Mulliken analysis, given in e for atoms 1 to 6: -0.563, 0.409, -0.226, -0.546, -0.016, -0.320

***

Entry 3:
# C4H6N2O

The molecule C4H6N2O (wB97M-V/def2-TZVPD, OMol25).

The HOMO energy comes out at -9.71 eV. As for the SMILES: N[C@H]1C=CC(=O)N1. As for the energy above the lowest of the compared OMol25 structures with the same formula, charge and spin: 76.99 kJ/mol.

Last columns: bonded neighbours and bond lengths (Å).
Geometry (Å):
1 N 0.935 -1.768 0.058  C2 1.440, H8 1.015, H9 1.012
2 C 0.142 -0.614 -0.276  N1 1.440, C3 1.514, N7 1.462, H10 1.102
3 C -0.851 -0.141 0.764  C2 1.514, C4 1.333, H11 1.086
4 C -0.919 1.190 0.744  C3 1.333, C5 1.498, H12 1.080
5 C 0.080 1.704 -0.247  C4 1.498, O6 1.214, N7 1.383
6 O 0.147 2.808 -0.748  C5 1.214
7 N 0.890 0.617 -0.521  C2 1.462, C5 1.383, H13 1.009
8 H 1.034 -2.385 -0.742  N1 1.015
9 H 0.523 -2.284 0.825  N1 1.012
10 H -0.446 -0.822 -1.185  C2 1.102
11 H -1.446 -0.826 1.360  C3 1.086
12 H -1.581 1.841 1.297  C4 1.080
13 H 1.491 0.679 -1.330  N7 1.009

Atom charges from the Mulliken analysis, given in e for atoms 1 to 6: -0.639, 0.573, -0.566, -0.312, 0.120, -0.596

***

Entry 4:
# C4H6N2O

The molecule C4H6N2O in a non-equilibrium geometry (wB97M-V/def2-TZVPD, OMol25).

The HOMO energy comes out at -10.74 eV. As for the SMILES: [H]/N=C(\C#N)OCC. As for the energy above the lowest of the compared OMol25 structures with the same formula, charge and spin: 178.16 kJ/mol.

Last columns: bonded neighbours and bond lengths (Å).
Geometry (Å):
1 H -1.683 2.781 -0.089  N2 1.017
2 N -0.900 2.483 -0.666  H1 1.017, C3 1.267
3 C -0.498 1.352 -0.261  N2 1.267, C4 1.468, O6 1.333
4 C -1.161 0.708 0.880  C3 1.468, N5 1.158
5 N -1.800 0.311 1.760  C4 1.158
6 O 0.487 0.722 -0.902  C3 1.333, C7 1.437
7 C 1.191 -0.373 -0.294  O6 1.437, C8 1.518, H9 1.091, H10 1.095
8 C 0.334 -1.602 -0.055  C7 1.518, H11 1.094, H12 1.094, H13 1.089
9 H 1.973 -0.594 -1.022  C7 1.091
10 H 1.674 -0.027 0.626  C7 1.095
11 H -0.162 -1.907 -0.981  C8 1.094
12 H 0.976 -2.413 0.300  C8 1.094
13 H -0.430 -1.439 0.704  C8 1.089

Atom charges from the Mulliken analysis, given in e for atoms 1 to 6: 0.253, -0.654, 0.772, 0.213, -0.407, -0.374

***

Entry 5:
# C4H6N2O

The molecule C4H6N2O in a non-equilibrium geometry (wB97M-V/def2-TZVPD, OMol25).

The HOMO energy comes out at -7.86 eV. As for the SMILES: Nc1c[nH]c(O)c1. As for the energy above the lowest of the compared OMol25 structures with the same formula, charge and spin: 192.02 kJ/mol.

Last columns: bonded neighbours and bond lengths (Å).
Geometry (Å):
1 N -2.116 0.613 -0.517  C2 1.394, H8 1.011, H9 1.010
2 C -0.852 0.102 -0.228  N1 1.394, C3 1.362, C7 1.444
3 C -0.481 -1.206 -0.134  C2 1.362, N4 1.420, H10 1.083
4 N 0.911 -1.294 0.129  C3 1.420, C5 1.404, H11 1.045
5 C 1.325 0.042 0.246  N4 1.404, O6 1.360, C7 1.349
6 O 2.630 0.251 0.570  C5 1.360, H12 0.965
7 C 0.331 0.908 -0.041  C2 1.444, C5 1.349, H13 1.079
8 H -2.864 -0.020 -0.271  N1 1.011
9 H -2.286 1.532 -0.134  N1 1.010
10 H -1.087 -2.096 -0.246  C3 1.083
11 H 1.461 -1.293 -0.760  N4 1.045
12 H 2.611 0.580 1.477  O6 0.965
13 H 0.431 1.978 -0.138  C7 1.079

Atom charges from the Mulliken analysis, given in e for atoms 1 to 6: -0.539, 0.999, -0.825, -0.346, 0.089, -0.504

***

Entry 6:
# C4H6N2O

The molecule C4H6N2O (wB97M-V/def2-TZVPD, OMol25).

The HOMO energy comes out at -9.59 eV. As for the SMILES: [H]/N=C(\O)C1(N)C=C1. As for the energy above the lowest of the compared OMol25 structures with the same formula, charge and spin: 280.73 kJ/mol.

Last columns: bonded neighbours and bond lengths (Å).
Geometry (Å):
1 H -1.381 1.945 1.778  N2 1.022
2 N -1.357 1.367 0.936  H1 1.022, C3 1.268
3 C -0.262 0.729 0.903  N2 1.268, O4 1.346, C5 1.516
4 O 0.698 0.812 1.842  C3 1.346, H9 0.982
5 C 0.068 -0.203 -0.247  C3 1.516, N6 1.462, C7 1.486, C8 1.491
6 N 1.464 -0.632 -0.190  C5 1.462, H10 1.016, H11 1.015
7 C -0.686 -0.045 -1.518  C5 1.486, C8 1.291, H12 1.078
8 C -1.007 -1.073 -0.806  C5 1.491, C7 1.291, H13 1.079
9 H 1.432 0.253 1.505  O4 0.982
10 H 2.004 -0.205 -0.938  N6 1.016
11 H 1.543 -1.638 -0.299  N6 1.015
12 H -0.869 0.605 -2.359  C7 1.078
13 H -1.648 -1.918 -0.607  C8 1.079

Atom charges from the Mulliken analysis, given in e for atoms 1 to 6: 0.273, -0.661, 0.204, -0.585, 0.635, -0.763

***

Sequential E_LUMO output: 0.5 0.9 0.5 0.4 0.8 0.9 eV
Sequential E_tot output: -340.6719 -340.7394 -340.7656 -340.7271 -340.7218 -340.6880 Ha
Sequential orbital gap output: 9.36 10.54 10.26 11.13 8.67 10.54 eV